This record from OMol25 describes a structure of composition C36H40BClFN8NaO4 at a distorted geometry. The level of theory is ωB97M-V/def2-TZVPD.

Results
Gap between HOMO and LUMO (eV): 3.55
HOMO (eV): 0.12
LUMO level (eV): 3.7
Charge: -2
Energy relative to the best compared isomer or geometry (same formula, charge and spin) (eV): 0.0000

Positions of all 92 atoms, in Å:
Na -0.490 -0.153 0.202
C -4.242 0.698 -0.549
C -3.488 0.233 -1.796
C -4.457 -0.049 -2.941
C -2.446 1.243 -2.190
C -2.540 2.315 -3.101
C -1.317 2.945 -3.006
N -0.566 2.282 -2.110
N -1.254 1.239 -1.607
B 0.830 2.702 -1.607
N 1.896 1.621 -1.889
C 2.993 1.809 -2.641
C 3.671 0.612 -2.725
C 2.892 -0.279 -1.960
N 1.827 0.341 -1.459
C 3.150 -1.735 -1.701
C 4.158 -1.930 -0.568
C 3.628 -2.448 -2.965
N 0.785 3.099 -0.113
C 1.367 4.179 0.435
C 0.989 4.249 1.759
C 0.145 3.136 1.935
N 0.040 2.451 0.802
C -0.652 2.725 3.142
C -2.149 2.867 2.862
C -0.248 3.514 4.382
H -4.994 -0.037 -0.256
H -4.733 1.658 -0.736
H -3.557 0.814 0.290
H -2.971 -0.692 -1.533
H -5.024 0.850 -3.203
H -5.174 -0.819 -2.648
H -3.932 -0.389 -3.836
H -3.367 2.585 -3.735
H -0.924 3.812 -3.512
H 1.164 3.683 -2.234
H 3.196 2.772 -3.079
H 4.580 0.408 -3.265
H 2.201 -2.180 -1.397
H 5.130 -1.511 -0.848
H 4.282 -2.990 -0.338
H 3.825 -1.436 0.344
H 4.598 -2.061 -3.291
H 2.921 -2.317 -3.786
H 3.743 -3.516 -2.773
H 1.996 4.823 -0.159
H 1.281 4.989 2.485
H -0.454 1.666 3.322
H -2.395 3.906 2.620
H -2.737 2.562 3.731
H -2.440 2.248 2.013
H -0.424 4.584 4.235
H 0.809 3.372 4.614
H -0.836 3.194 5.245
O -3.181 -2.601 4.951
C -2.045 -2.135 5.425
O -1.766 -2.200 6.604
C -1.115 -1.505 4.442
C 0.126 -0.986 4.748
Cl 0.982 -1.035 6.221
N 0.661 -0.472 3.611
N -0.176 -0.653 2.578
C -1.235 -1.283 3.040
C -2.314 -1.639 2.028
O -3.358 -2.179 2.474
O -2.069 -1.363 0.842
C 1.860 0.244 3.333
C 2.447 1.101 4.252
C 3.549 1.856 3.869
C 4.050 1.778 2.580
C 3.454 0.915 1.668
C 2.375 0.138 2.046
H -3.279 -2.440 3.933
H 2.038 1.209 5.244
H 3.996 2.532 4.589
H 4.891 2.391 2.283
H 3.821 0.841 0.650
H 1.926 -0.560 1.350
F 1.446 -4.165 6.441
C 1.324 -3.927 5.082
C 0.196 -4.351 4.402
C 0.074 -4.112 3.047
C 1.083 -3.433 2.279
C 0.938 -3.150 0.927
C 2.215 -3.007 3.057
C 2.329 -3.252 4.413
H -0.599 -4.847 4.949
H -0.830 -4.430 2.537
H 0.058 -3.467 0.382
H 1.690 -2.576 0.406
H 3.016 -2.472 2.555
H 3.198 -2.909 4.966

Mulliken population analysis, charges in e, atoms 1 to 4:
1. Na 1.11
2. C -0.94
3. C 1.45
4. C -1.85